Here is a 2-piece molecular cluster, C10H16N2S overall from the OMol25 dataset. Energies are from wB97M-V/def2-TZVPD.

Geometry as ORCA input:
```
! RIJCOSX wB97M-V def2-TZVPD def2/J DEFGRID3
* xyz 0 1
S 1.42720 1.36158 0.71610
N -0.98318 -0.49695 -0.08932
N 1.31327 -2.84861 0.95085
C -1.65691 -0.80471 1.16524
C 2.09496 0.49932 2.16795
C 1.69718 0.39176 -0.66653
C 2.91590 -0.08788 -1.42492
C 0.76710 -2.11556 0.22601
C -1.61897 0.57263 -0.85572
C 0.15240 -1.12558 -0.61428
C 1.93799 0.89917 -2.10785
C -2.90584 1.00191 -0.05888
C -3.02316 -0.22110 0.85286
H -3.79589 1.12412 -0.58116
H -3.53396 -0.99383 0.33413
H 1.54155 -0.15151 2.81778
H 2.53218 1.27581 2.70676
H 3.85189 0.26726 -1.11441
H 3.04123 -1.04677 -1.87158
H -0.06260 -1.42470 -1.70385
H -1.12746 -0.23624 1.83866
H -0.93239 1.45250 -1.04391
H -1.64194 0.20343 -1.88981
H -2.72554 1.96537 0.58610
H 2.07193 1.91928 -2.22908
H -3.80109 0.06804 1.69687
H 1.29191 0.58456 -2.81421
H 2.87602 -0.04880 1.70905
H -1.70377 -1.98449 1.29715
*
```

Calculated total energy (Ha): -898.15186
F_max (eV/A): 4.43
Energy relative to the best compared isomer or geometry (same formula, charge and spin) (kJ/mol): 527.4
LUMO level (eV): 0.71

---

Here is C54H49F3N3O9SSbSiY as an isolated structure from the OMol25 dataset. Energies are from wB97M-V/def2-TZVPD.

Geometry as ORCA input:
```
! RIJCOSX wB97M-V def2-TZVPD def2/J DEFGRID3
* xyz -1 1
Sb 1.35587 1.18649 3.06616
Y -0.07314 0.19171 -0.54943
S -1.43422 -2.71264 1.25596
Si -2.74052 2.05792 -2.36065
F 1.78633 0.31115 9.26899
F 0.46219 7.35473 3.05159
F 7.45278 0.67343 1.82964
O 5.71270 2.67837 -4.42495
O -1.79283 1.08583 -1.48779
O -1.84238 -1.45312 0.53284
O -1.71573 1.21303 1.26244
O 1.14020 -1.51850 0.40764
O 6.04079 0.46396 -4.78533
O 1.04630 1.98327 -0.07416
O 2.98155 3.09870 0.07780
O -0.02434 -1.76021 -1.80088
N 0.91828 -2.58382 -1.43252
N 1.54054 -2.48980 -0.32965
N 1.85938 0.53886 -2.08503
C 2.12770 4.18421 3.49086
C 2.23820 2.31238 -0.47028
C 0.56935 -3.75518 -3.51276
C -3.25206 1.18929 -3.97196
C 1.27718 -3.64968 -2.32613
C 2.20817 -0.16567 -3.16921
C -1.78791 3.62429 -2.79618
C -1.98423 0.85383 -4.76311
C -2.13861 -1.38693 3.57958
C -6.26455 3.56050 -0.54165
C -0.10209 3.80768 2.70215
C 3.86734 0.43398 1.51746
C -1.54342 5.94689 -3.46968
C 0.90335 -4.76873 -4.40080
C 2.62405 -5.52831 -2.90870
C 0.67736 6.01922 3.07067
C -0.16120 5.82107 -3.47548
C -1.27079 -2.28214 2.97226
C -5.80010 1.38260 0.33739
C 0.86320 1.49975 7.45745
C -0.04801 -2.54350 5.01134
C 1.91338 5.55374 3.47465
C -4.15475 2.09830 -4.80755
C 1.92641 -5.65335 -4.10335
C -6.60063 2.51500 0.30556
C -3.99237 -0.10933 -3.64178
C -5.13408 3.47431 -1.34371
C -0.34022 5.17584 2.68026
C -0.39415 3.52335 -2.82435
C -2.34086 4.86057 -3.13782
C -0.21658 -2.85383 3.66946
C 5.76944 1.34689 3.32034
C 1.55930 0.94865 5.19819
C 5.21368 0.31892 1.20061
C 2.40620 -0.02275 5.72554
C 3.44840 1.01023 2.71413
C 0.80274 1.70899 6.08384
C -1.94537 -1.06319 4.91186
C 1.71120 0.52080 7.93294
C 6.13738 0.78234 2.11405
C 5.45950 1.46594 -4.32972
C 1.12512 3.29600 3.11514
C 4.41758 1.45578 3.61017
C -2.96450 -3.64806 1.32990
C 3.35279 0.09182 -3.89556
C 3.81170 1.88990 -2.41000
C 0.41511 4.60046 -3.15688
C 2.49621 -0.24542 7.09344
C -4.30311 2.35324 -1.32380
C 2.30747 -4.52681 -2.00729
C -4.67129 1.30841 -0.46647
C -0.90584 -1.64463 5.62658
C 4.18266 1.14422 -3.52658
C 2.66553 1.55449 -1.71878
H 5.54607 -0.10584 0.26276
H -0.21850 -3.04868 -3.72481
H -1.43558 1.75280 -5.05410
H -2.81605 -4.52126 1.96474
H -0.88376 3.13351 2.37406
H -4.05999 0.41088 -0.43600
H 4.12707 1.87904 4.56486
H -4.24972 -0.64138 -4.56590
H 1.52752 -0.95864 -3.45353
H 0.46337 6.66851 -3.72859
H 4.41021 2.73106 -2.08917
H 0.15064 2.49111 5.70877
H 0.08448 2.58357 -2.57697
H -2.24356 0.31050 -5.67985
H -4.92265 0.07893 -3.09904
H -2.16364 0.35683 1.35408
H 2.85368 -4.41199 -1.08430
H -2.59832 -0.34587 5.39196
H 0.77482 -2.97405 5.56589
H 6.53205 1.69140 4.00602
H 0.36203 -4.85522 -5.33370
H -4.44275 1.59890 -5.74054
H -6.05526 0.55531 0.98968
H 2.68785 6.25665 3.75060
H -3.41528 4.99560 -3.16309
H 0.27939 2.09031 8.15132
H 1.49199 4.48308 -3.16188
H -3.19803 -3.95490 0.31241
H 3.13736 0.05930 0.80870
H -1.30584 0.22208 -4.18243
H -3.75547 -3.01247 1.72600
H -0.74200 -1.36599 6.66002
H -2.12443 1.59822 0.46582
H -7.47906 2.58295 0.93549
H -5.07626 2.35275 -4.27498
H -2.94767 -0.93691 3.01616
H -6.88221 4.44973 -0.57842
H 3.62756 -0.52245 -4.74271
H 3.10568 3.82238 3.78225
H -2.00292 6.89437 -3.72496
H 3.43257 -6.20931 -2.67755
H 3.02746 -0.61776 5.06386
H -1.28576 5.58417 2.34944
H 2.18993 -6.43490 -4.80385
H -4.90715 4.31083 -1.99134
H 0.47257 -3.51509 3.15815
H 3.16324 -0.98936 7.50962
H -3.37378 -0.77387 -3.03223
H -3.64994 3.03004 -5.07628
*
```

Calculated total energy (Ha): -4194.74352
F_max (eV/A): 0.84
Energy relative to the best compared isomer or geometry (same formula, charge and spin) (kJ/mol): 0.0
LUMO level (eV): 1.41

---

Here is one molecule with the formula C5H6O from the OMol25 dataset. Energies are from wB97M-V/def2-TZVPD.

Geometry as ORCA input:
```
! RIJCOSX wB97M-V def2-TZVPD def2/J DEFGRID3
* xyz 0 1
O -2.32833 -0.68976 0.72395
C -0.66711 0.01535 -0.92565
C 0.81982 0.34614 -0.73848
C 1.04642 0.14994 0.74466
C -1.20343 -0.32165 0.46665
C -0.05400 -0.22498 1.40194
H -0.14136 -0.43623 2.46230
H 1.15735 1.34308 -1.05176
H -1.24412 0.76452 -1.47433
H -0.76461 -0.92899 -1.46826
H 2.00481 0.34087 1.22287
H 1.37455 -0.35829 -1.36388
*
```

SMILES: O=C1C=CCC1
Calculated total energy (Ha): -269.34288
F_max (eV/A): 0.52
Energy relative to the best compared isomer or geometry (same formula, charge and spin) (kJ/mol): 8.8
LUMO level (eV): 0.74

---

Here is C12H18As2F13MnO9 as an isolated structure from the OMol25 dataset. Energies are from wB97M-V/def2-TZVPD.

Geometry as ORCA input:
```
! RIJCOSX wB97M-V def2-TZVPD def2/J DEFGRID3
* xyz -1 6
As -0.05797 1.52955 -0.74461
As 4.88780 2.38379 -3.11268
Mn 1.81805 0.29884 -3.93854
F 5.29573 2.25171 -4.81464
F 4.00909 3.86487 -3.39999
F 4.46785 2.50575 -1.44494
F 2.56786 -1.40257 -3.21264
F -1.42354 0.89847 -1.61415
F 0.17410 -0.01782 0.01882
F 1.38342 2.14182 0.07026
F 5.82049 0.90365 -2.93979
F -0.97537 2.11688 0.59783
F 1.00223 1.01828 -2.14094
F 6.36690 3.24692 -2.72532
F -0.27732 3.07241 -1.56280
F 3.44897 1.40972 -3.47761
O 0.65323 1.98891 -4.63413
O -0.71806 -1.47009 -6.35819
O 0.25499 3.72140 -6.02069
O 0.84161 4.08348 -3.94302
O -0.44052 -3.12183 -4.84160
O 0.16423 -1.02025 -4.35258
O 2.36652 0.00428 -6.02212
O 1.88375 -0.00904 -8.22795
O 2.82433 1.74398 -7.30584
C 2.38847 0.50328 -7.11283
C 1.91012 0.90715 -9.31421
C -0.93440 -3.78143 -5.97042
C 3.67913 2.83038 -9.24864
C -0.35063 -1.76740 -5.10892
C 0.52443 5.10773 -5.99387
C 0.42308 3.16032 -4.80636
C 2.46798 2.14745 -8.62425
C 0.92181 5.37811 -4.53435
C -0.03630 -2.80716 -8.19986
C -1.07038 -2.67600 -7.07595
C -0.69925 5.87782 -6.42147
H 1.34661 5.46209 -6.62291
H 0.27016 6.18017 -4.18881
H 3.77524 3.85172 -8.88595
H -1.09840 5.37881 -7.31092
H -2.11267 -2.68137 -7.38880
H -0.40597 -2.12278 -8.96557
H 0.91993 -2.46763 -7.81692
H -0.25077 -4.52841 -6.37671
H 1.97147 5.63419 -4.40571
H 4.65646 2.37418 -9.05930
H 2.53437 0.52535 -10.12332
H 3.73060 2.76460 -10.34059
H 1.02139 1.28933 -9.82098
H 1.67013 2.88797 -8.54567
H -0.13559 -3.83714 -8.54084
H -1.45010 5.97788 -5.64101
H -1.92050 -4.19755 -5.75611
H -0.41519 6.83032 -6.87548
*
```

Calculated total energy (Ha): -8066.44988
F_max (eV/A): 3.98
Energy relative to the best compared isomer or geometry (same formula, charge and spin) (kJ/mol): 0.0
LUMO level (spin up / spin down) (eV): 1.61 / 1.61

---

Here is a 3-piece molecular cluster, CH7NO4 overall from the OMol25 dataset. Energies are from wB97M-V/def2-TZVPD.

Geometry as ORCA input:
```
! RIJCOSX wB97M-V def2-TZVPD def2/J DEFGRID3
* xyz 0 1
O -0.26698 -1.29906 0.02624
O -1.70743 1.28778 0.74326
O 0.65847 0.76863 2.20178
O 1.33260 -1.29016 -1.56952
N -0.01440 0.50982 -1.33782
C 0.43318 -0.74435 -0.99147
H 1.03889 -0.06537 2.49925
H -0.94371 0.89201 -1.27388
H 1.32266 1.16795 1.62951
H 0.41832 0.89310 -2.11754
H -0.91331 -0.62537 0.29877
H -0.87521 1.26018 1.25067
H -2.27067 1.87688 1.25488
*
```

SMILES: NC(=O)O.O.O
Calculated total energy (Ha): -398.05288
F_max (eV/A): 1.98
Energy relative to the best compared isomer or geometry (same formula, charge and spin) (kJ/mol): 30.1
LUMO level (eV): 0.40

---

Here is one molecule with the formula C14H13N5OS from the OMol25 dataset. Energies are from wB97M-V/def2-TZVPD.

Geometry as ORCA input:
```
! RIJCOSX wB97M-V def2-TZVPD def2/J DEFGRID3
* xyz 0 1
S -3.58243 0.81358 0.28586
O -1.03875 2.19994 0.14265
N 6.42372 0.07185 -0.00221
N 7.14036 -0.98493 0.00805
N 0.34207 0.37140 0.12774
N 6.31728 -2.00868 0.05255
N 5.04908 -1.65208 0.07216
C -2.01773 0.07439 0.20442
C -3.44253 -1.74507 0.25850
C 5.12748 -0.32383 0.03689
C -5.84054 -0.83713 0.35186
C -6.45753 -0.43017 -0.98806
C 1.83135 2.31688 0.04842
C 3.99943 0.58216 0.04016
C -4.35512 -0.73029 0.31416
C 1.61531 0.94027 0.08549
C 4.21202 1.95871 0.00346
C 3.12389 2.81034 0.00789
C 2.70579 0.07626 0.08077
C -2.11344 -1.29308 0.19840
C -0.87680 0.99512 0.15485
H -6.11614 -1.86729 0.58676
H 2.56284 -0.99439 0.10887
H -6.23443 -0.18813 1.13721
H -3.71524 -2.78583 0.26413
H 0.98742 2.98586 0.05235
H 6.61588 -2.97285 0.07021
H 0.33809 -0.63802 0.14879
H -6.19845 0.59929 -1.22311
H -6.08786 -1.07081 -1.78539
H 5.22262 2.33319 -0.02753
H 3.27860 3.87828 -0.02034
H -1.27612 -1.96818 0.14966
H -7.54016 -0.51679 -0.94564
*
```

SMILES: CCc1ccc(C(=O)Nc2cccc(-c3nn[nH]n3)c2)s1
Calculated total energy (Ha): -1288.50493
F_max (eV/A): 1.34
Energy relative to the best compared isomer or geometry (same formula, charge and spin) (kJ/mol): 0.0
LUMO level (eV): 0.26

---

Here is C35H32BFNO2P2PtS2 as an isolated structure from the OMol25 dataset. Energies are from wB97M-V/def2-TZVPD.

Geometry as ORCA input:
```
! RIJCOSX wB97M-V def2-TZVPD def2/J DEFGRID3
* xyz -1 1
Pt 0.41702 0.01144 0.12467
S 0.51314 -1.48850 2.41895
S -2.49627 0.49927 -2.24781
P -1.43092 -1.50840 1.97887
P -2.93305 -0.35464 -0.55700
F 4.87951 -3.66815 0.96783
O 0.54089 1.89147 1.64157
O -0.50771 2.25555 -0.25781
N 0.36337 -1.54466 -1.46001
C 2.26771 0.90137 -0.84144
C -5.03187 -2.04077 -1.29845
C -2.46578 0.62471 3.36475
C -3.62711 0.53217 5.45845
C -1.00563 -4.18632 1.52050
C -6.11305 2.01289 1.78506
C -5.95471 0.66036 2.04376
C -2.85820 -3.06417 -1.18268
C -3.37872 -4.22668 -1.72020
C -5.54494 -3.20431 -1.84205
C 3.29880 -0.41481 0.99156
C -4.23588 0.53991 0.37002
C -3.68538 -1.97384 -0.95518
C -0.12523 2.61949 0.87294
C -1.35875 -5.51095 1.35959
C 0.50475 -2.61662 -1.87484
C -1.97106 -3.24656 1.86338
C -2.87391 -1.50027 4.42263
C -3.09506 1.26877 4.41116
C 4.23364 -2.55795 0.52753
C 3.26784 -1.32989 -1.26742
C -3.29907 -3.63314 1.99912
C -2.67816 -5.90132 1.52187
C -5.01661 -0.07306 1.34315
C -5.32171 2.63105 0.83063
C 3.89835 -2.46134 -0.81736
C -3.64580 -4.95992 1.83315
C -0.47851 4.03035 1.33153
C 3.93425 -1.55011 1.43534
C 2.92659 -0.26804 -0.37846
C -4.38028 1.90010 0.12952
C -4.72097 -4.29814 -2.05299
C -2.36815 -0.76315 3.35913
C -1.57368 -0.50704 0.55079
C -3.50868 -0.84839 5.46335
B 0.76443 -4.00967 -2.49188
H 0.02167 -3.87103 1.39656
H -1.56086 4.12332 1.41067
H 4.19036 -1.68209 2.47554
H 2.35762 1.81434 -0.25935
H 2.13483 1.02522 -1.91084
H 4.12380 -3.27773 -1.48378
H -6.58734 -3.24858 -2.12876
H -0.24226 -4.40491 -3.01520
H -5.44350 3.68705 0.63225
H -2.72456 -5.06405 -1.90703
H -0.60573 -6.23781 1.10083
H -5.12323 -5.19723 -2.49991
H -4.04864 -2.89601 2.24925
H -6.56178 0.17790 2.79649
H 2.99977 -1.24501 -2.30914
H 1.65073 -3.85918 -3.29330
H -4.67876 -5.25856 1.93855
H 1.10317 -4.71599 -1.57627
H -0.01246 4.23473 2.28973
H -1.80106 -2.99200 -0.96260
H -4.88855 -1.12899 1.53354
H -2.95531 -6.93755 1.39474
H -3.75010 2.36033 -0.62104
H -0.12545 4.73731 0.58283
H -4.12048 1.03466 6.27994
H -2.04058 1.18339 2.54080
H -3.91067 -1.42158 6.28765
H -2.76522 -2.57690 4.43167
H 3.05397 0.37868 1.68736
H -5.66343 -1.17309 -1.15764
H -6.85550 2.58131 2.32654
H -3.17103 2.34591 4.41471
*
```

Calculated total energy (Ha): -3281.29739
F_max (eV/A): 1.89
Energy relative to the best compared isomer or geometry (same formula, charge and spin) (kJ/mol): 312.0
LUMO level (spin up / spin down) (eV): 0.25 / 0.33

---

Here is one molecule with the formula C3H5NOS from the OMol25 dataset. Energies are from wB97M-V/def2-TZVPD.

Geometry as ORCA input:
```
! RIJCOSX wB97M-V def2-TZVPD def2/J DEFGRID3
* xyz 0 1
S -1.25193 -0.55948 -0.10792
O 1.79301 -0.03967 0.20800
N -2.61795 0.07539 0.35572
C -0.40577 0.90135 -0.14704
C 0.91816 1.02654 0.02042
C 1.52767 -1.33228 -0.00888
H 1.55327 1.98065 0.00815
H -3.35576 -0.31386 -0.21122
H 0.76417 -1.55402 -0.61493
H 1.91727 -2.08420 0.71055
H -0.84214 1.89959 -0.21285
*
```

Calculated total energy (Ha): -645.30668
F_max (eV/A): 3.48
Energy relative to the best compared isomer or geometry (same formula, charge and spin) (kJ/mol): 538.2
LUMO level (spin up / spin down) (eV): -0.75 / 0.34